# C4H10N2O2

C4H10N2O2 as an isolated structure (ωB97M-V/def2-TZVPD, the Open Molecules 2025 dataset).

Properties
- energy above the lowest of the compared OMol25 structures with the same formula, charge and spin (kcal/mol) = 97.2
- LUMO level (Eh) = 0.0232
- total charge = 0

Each line ends with the Mulliken charge.
Element x y z (Å)
C1 0.3072 0.0218 0.8101  1.103
C2 -1.5391 0.4367 0.2623  -0.998
C3 1.0041 1.0495 1.6519  -1.536
N1 -0.1461 -0.9893 -1.2991  0.076
C4 0.6346 -0.0037 -0.6107  0.122
N2 0.0943 -1.1719 -2.6795  -0.837
O1 0.1546 -1.2724 1.3510  -0.568
O2 1.1507 0.9005 -1.2562  -0.706
H1 0.4814 -1.3079 2.2574  0.323
H2 -0.2754 -1.8607 -0.7984  0.283
H3 0.8991 -0.5921 -2.9323  0.297
H4 -0.7062 -0.7930 -3.1966  0.233
H5 1.9931 0.6984 1.9632  0.442
H6 -1.5999 1.4049 0.7474  0.398
H7 -2.0022 0.6295 -0.7033  0.297
H8 -2.0011 -0.3904 0.7836  0.293
H9 1.1295 1.9719 1.0975  0.357
H10 0.4215 1.2684 2.5516  0.419

Cartesian forces (eV/Å) of the 6 atoms listed first:
-2.726 -0.119 -0.854
1.744 1.187 2.488
-0.483 -0.130 0.313
1.767 -0.095 0.264
-1.620 -0.280 -3.053
-0.027 0.110 -0.339

---

# C3H6O2S

C3H6O2S in the gas phase (ωB97M-V/def2-TZVPD, the Open Molecules 2025 dataset).

Properties
- energy above the lowest of the compared OMol25 structures with the same formula, charge and spin (kcal/mol) = 3.0
- LUMO level (Eh) = 0.0239
- total charge = 0

Each line ends with the Mulliken charge.
Element x y z (Å)
O1 -1.7879 -0.5382 1.7469  -0.554
C1 -0.8506 -0.0311 1.1986  0.326
O2 -0.0810 0.8848 1.8217  -0.436
C2 -0.4500 -0.2710 -0.2270  -0.473
C3 0.9797 0.0677 -0.5720  -0.477
S1 1.3752 0.0081 -2.3385  -0.255
H1 -0.4265 0.8961 2.7380  0.331
H2 -1.1724 0.3101 -0.8186  0.336
H3 -0.7260 -1.2809 -0.5000  0.400
H4 1.1810 1.0899 -0.2468  0.332
H5 1.6925 -0.5354 -0.0254  0.362
H6 0.2661 -0.5999 -2.7768  0.109

Cartesian forces (eV/Å) of the 6 atoms listed first:
-0.190 -0.277 0.055
0.079 0.117 -0.004
-0.088 -0.166 0.563
-0.573 0.060 -0.471
0.124 0.741 0.201
0.012 -0.020 -0.229

---

# C2O6S

C2O6S as an isolated structure (ωB97M-V/def2-TZVPD, the Open Molecules 2025 dataset).

Properties
- energy above the lowest of the compared OMol25 structures with the same formula, charge and spin (kcal/mol) = 34.8
- LUMO level (Eh) = -0.0618
- total charge = 0

Each line ends with the Mulliken charge.
Element x y z (Å)
C1 -1.7356 0.4997 -0.2745  0.511
C2 -0.5520 -0.4179 0.2778  0.678
O1 2.8766 0.1262 -1.5366  -0.443
O2 2.2321 0.3986 0.7580  -0.404
O3 -2.3709 0.2481 0.9102  -0.087
O4 -1.2163 -0.4229 1.4495  -0.075
O5 -2.1495 1.1148 -1.2063  -0.419
O6 0.3870 -1.0532 -0.1202  -0.533
S1 2.5285 -0.4934 -0.2579  0.773

Cartesian forces (eV/Å) of the 6 atoms listed first:
-0.266 0.658 -2.110
0.198 -0.340 -1.936
-0.584 -1.084 1.374
-0.620 2.511 3.254
-0.267 0.542 0.398
0.536 -0.976 0.928

---

# C6H15O2S

A 2-piece molecular cluster, C6H15O2S overall (ωB97M-V/def2-TZVPD, the Open Molecules 2025 dataset).

Properties
- LUMO level (Eh) = -0.1509
- total charge = +1

Each line ends with the Mulliken charge.
Element x y z (Å)
C1 -1.3006 1.4650 0.0550  -0.804
S1 -1.4859 2.5254 1.5107  0.121
C2 -2.3602 1.4599 2.6987  -0.504
C3 -1.4127 1.3261 3.9183  0.006
O1 -1.1174 2.2694 4.5169  -0.332
H1 -2.2769 1.2429 -0.3230  0.439
H2 -0.8905 0.5454 0.4283  0.297
H3 -0.6726 1.9284 -0.6777  0.394
H4 -2.3520 3.5070 1.1848  0.262
H5 -2.5349 0.4969 2.2419  0.348
H6 -3.2973 1.8990 2.9867  0.417
H7 -1.0620 0.3150 4.1483  0.364
C4 2.3814 -1.9103 -0.7970  -1.267
C5 1.2350 -1.8071 -1.7893  0.315
C6 1.7331 -1.5715 -3.2047  -1.223
O2 0.3421 -0.7486 -1.4017  -0.499
H8 2.9602 -0.9821 -0.7811  0.334
H9 2.0034 -2.0778 0.2128  0.313
H10 3.0530 -2.7282 -1.0550  0.394
H11 0.6427 -2.7209 -1.7585  0.258
H12 2.2911 -0.6327 -3.2643  0.331
H13 0.8964 -1.4985 -3.8995  0.323
H14 2.3861 -2.3802 -3.5312  0.377
H15 0.8385 0.0776 -1.4197  0.338

Cartesian forces (eV/Å) of the 6 atoms listed first:
-0.931 0.209 0.507
0.845 0.106 0.282
0.580 -0.332 -0.156
-1.236 -2.337 -1.795
1.108 2.921 1.966
-0.496 -0.050 -0.459

---

# C4H5LiO

C4H5LiO as an isolated structure (ωB97M-V/def2-TZVPD, the Open Molecules 2025 dataset).

Properties
- 2S+1 = 2
- energy above the lowest of the compared OMol25 structures with the same formula, charge and spin (kcal/mol) = 45.4
- expectation value of S² = 0.755
- LUMO level (spin up / spin down) (Eh) = 0.0654 / 0.0625
- total charge = -1

Each line ends with the Mulliken charge.
Element x y z (Å)
H1 -0.0550 0.4064 2.2339  -0.342
C1 -2.1862 -0.1783 -0.8516  -0.128
C2 -0.9922 -0.8083 -0.8773  -0.780
C3 0.3869 -0.1503 -0.7390  -0.495
C4 0.8530 -0.3655 0.6647  0.127
O1 1.7809 0.3034 1.1479  -0.400
H2 -2.0126 0.9249 -0.8463  0.001
H3 -0.9134 -1.8978 -1.0302  0.139
H4 0.3117 0.9336 -0.9436  0.206
H5 1.1373 -0.5678 -1.4289  0.249
Li1 1.6896 1.3995 2.6703  0.422

Cartesian forces (eV/Å) of the 6 atoms listed first:
-0.499 0.228 0.554
0.345 -0.303 -0.472
-0.430 0.361 -0.763
-1.324 -0.326 -0.079
1.758 2.003 1.270
1.022 -0.591 -0.795

---

# C6H24BrN12O6Y

C6H24BrN12O6Y as an isolated structure (ωB97M-V/def2-TZVPD, the Open Molecules 2025 dataset).

Properties
- energy above the lowest of the compared OMol25 structures with the same formula, charge and spin (kcal/mol) = 1.0
- LUMO level (Eh) = -0.1821
- total charge = +2

Each line ends with the Mulliken charge.
Element x y z (Å)
Y1 0.0183 -0.3601 0.1587  1.755
Br1 2.6905 -0.1333 1.2918  -0.594
C1 1.8149 1.4922 -2.4140  0.534
O1 1.3189 0.9290 -1.4435  -0.275
N1 3.0495 2.0517 -2.4089  -0.430
N2 1.1988 1.4966 -3.6274  -0.407
H1 3.4256 2.4294 -3.2599  0.155
H2 3.6160 2.0949 -1.5806  0.237
H3 1.6085 1.8697 -4.4640  0.190
H4 0.2597 1.1483 -3.6577  0.146
C2 -2.0207 1.9258 -1.6688  0.531
O2 -1.4067 0.9135 -1.2803  -0.497
N3 -2.4090 2.0226 -2.9660  -0.425
N4 -2.3964 2.9121 -0.8451  -0.365
H5 -2.2777 1.2158 -3.5498  0.253
H6 -3.1833 2.6203 -3.2028  0.217
H7 -2.2412 2.7778 0.1363  0.159
H8 -2.8635 3.7285 -1.1973  0.197
C3 -0.8809 -0.0669 3.5575  0.579
O3 -0.4716 -0.4477 2.4491  -0.557
N5 -2.0548 0.5990 3.7099  -0.406
N6 -0.1516 -0.2488 4.6612  -0.392
H9 -2.3881 0.7978 4.6377  0.175
H10 -2.6742 0.7630 2.9397  0.201
H11 -0.4516 0.0299 5.5792  0.176
H12 0.7246 -0.7420 4.6135  0.241
C4 0.3421 2.9334 1.5187  0.566
O4 -0.0431 1.9232 0.9044  -0.230
N7 -0.2844 3.3820 2.6312  -0.387
N8 1.4324 3.5980 1.1003  -0.395
H13 -1.1994 3.0582 2.8812  0.217
H14 0.1252 4.1341 3.1574  0.175
H15 1.6768 4.5081 1.4442  0.201
H16 2.0327 3.0624 0.4944  0.171
C5 0.4088 -3.7186 1.1747  0.647
O5 0.5220 -2.5193 0.8797  -0.374
N9 1.4268 -4.3693 1.7730  -0.422
N10 -0.7492 -4.4161 1.0461  -0.423
H17 2.3005 -3.8778 1.8759  0.260
H18 1.3307 -5.2327 2.2773  0.188
H19 -1.4758 -3.9406 0.5471  0.177
H20 -0.8050 -5.3512 1.4048  0.179
C6 0.0342 -2.6578 -2.4812  0.514
O6 -0.0981 -1.5991 -1.8465  -0.470
N11 1.2673 -3.0954 -2.8242  -0.402
N12 -0.9891 -3.5024 -2.7709  -0.424
H21 1.4560 -3.8702 -3.4349  0.195
H22 2.0405 -2.5403 -2.4961  0.216
H23 -0.7125 -4.4317 -3.0348  0.200
H24 -1.8937 -3.2958 -2.3902  0.221

Cartesian forces (eV/Å) of the 6 atoms listed first:
2.293 1.406 0.049
-0.596 0.015 -0.318
0.765 -0.449 -0.868
-0.283 0.005 0.628
-0.248 0.201 0.020
-0.261 -0.003 0.265

---

# C9H10FI

A 2-piece molecular cluster, C9H10FI overall (ωB97M-V/def2-TZVPD, the Open Molecules 2025 dataset).

Properties
- energy above the lowest of the compared OMol25 structures with the same formula, charge and spin (kcal/mol) = 28.2
- LUMO level (spin up / spin down) (Eh) = -0.0561 / -0.0884
- total charge = 0

Each line ends with the Mulliken charge.
Element x y z (Å)
C1 0.4744 2.9787 -0.0520  -0.280
C2 0.7876 2.0314 -1.0319  -0.968
C3 -0.1898 2.6290 1.1056  -0.418
C4 0.2663 0.7850 -0.8751  -0.092
C5 -0.5192 1.2893 1.3707  -0.441
C6 -0.2681 0.3619 0.3507  0.599
C7 1.2184 -2.5708 -0.2346  -0.922
C8 -0.2852 -2.1743 -0.3218  -0.692
C9 -0.5952 -1.0254 0.5628  0.121
F1 -0.9699 -1.2895 1.8393  -0.289
I1 -3.6286 -0.5911 -0.6813  -0.368
H1 0.6650 3.9822 -0.1932  0.447
H2 1.1711 2.2492 -1.9120  0.507
H3 -0.4808 3.5111 1.7832  0.267
H4 0.2644 0.0300 -1.7797  0.245
H5 -1.0431 0.8728 2.1561  0.547
H6 1.2597 -3.4525 -0.8171  0.382
H7 1.6533 -2.6642 0.8633  0.275
H8 1.7211 -1.7842 -0.8559  0.292
H9 -0.9224 -2.9448 0.1063  0.395
H10 -0.5791 -2.2237 -1.3835  0.392

Cartesian forces (eV/Å) of the 6 atoms listed first:
-0.091 -1.753 0.132
-2.629 -0.575 3.587
-0.869 0.794 1.694
0.370 -2.782 -1.797
1.114 1.141 -2.314
-0.134 -0.440 0.021

---

# C5H6O3

C5H6O3 in the gas phase (ωB97M-V/def2-TZVPD, the Open Molecules 2025 dataset).

Properties
- energy above the lowest of the compared OMol25 structures with the same formula, charge and spin (kcal/mol) = 113.3
- LUMO level (Eh) = 0.0336
- total charge = 0

Each line ends with the Mulliken charge.
Element x y z (Å)
C1 1.3462 0.6613 -0.1616  -0.602
C2 -0.3023 -0.9258 -0.8178  0.221
C3 -0.0029 1.2303 -0.3582  -0.004
C4 -0.6051 0.6235 0.8837  -0.145
C5 -1.1018 -0.8125 0.5896  -0.604
H1 1.5268 0.6982 1.0057  0.273
H2 2.0750 1.0738 -0.7950  0.387
H3 -0.5978 -1.7419 -1.5123  0.426
H4 -0.1922 2.3228 -0.5370  0.414
H5 -0.7838 1.2320 1.8293  0.471
H6 -1.6623 -1.7067 0.8067  0.445
O1 1.1110 -0.7457 -0.4132  -0.414
O2 -0.5520 0.4401 -1.4544  -0.479
O3 -0.1053 -0.5118 1.6662  -0.388

Cartesian forces (eV/Å) of the 6 atoms listed first:
0.231 -1.329 2.525
0.819 3.730 1.239
-1.047 -0.848 -0.554
-3.830 -0.348 4.262
3.502 1.311 -0.421
0.759 0.322 -2.475

---

# CH5N3O

CH5N3O in the gas phase (ωB97M-V/def2-TZVPD, the Open Molecules 2025 dataset).

Properties
- energy above the lowest of the compared OMol25 structures with the same formula, charge and spin (kcal/mol) = 101.9
- LUMO level (Eh) = 0.0341
- total charge = 0

Each line ends with the Mulliken charge.
Element x y z (Å)
C1 0.0508 -0.3620 -0.0967  -0.022
H1 -1.8336 1.7398 -0.6422  0.238
H2 -2.2651 0.3562 -1.2691  0.231
H3 -0.4205 -1.4067 -0.5137  0.229
H4 1.2095 0.8587 0.7189  0.345
H5 2.2396 -1.8074 1.3574  0.356
N1 -1.4679 1.0241 -1.1591  -0.545
N2 -0.3705 0.8085 -0.5298  -0.170
N3 1.3406 -0.1791 0.4756  -0.207
O1 1.5171 -1.0320 1.6587  -0.453

Cartesian forces (eV/Å) of the 6 atoms listed first:
-1.354 0.811 -2.969
-1.682 2.853 0.623
1.444 -0.403 0.245
1.377 2.466 1.514
1.141 -1.973 0.459
-2.841 3.442 0.914

---

# C11H28ClNOP

A 2-piece molecular cluster, C11H28ClNOP overall (ωB97M-V/def2-TZVPD, the Open Molecules 2025 dataset).

Properties
- LUMO level (Eh) = -0.0898
- total charge = +1

Each line ends with the Mulliken charge.
Element x y z (Å)
C1 -0.9334 -1.6961 3.3976  -0.333
C2 -0.3082 -2.4001 4.6088  -0.479
O1 1.0134 -1.9816 4.8853  -0.552
P1 2.2686 -2.4311 3.8606  0.465
Cl1 3.8777 -2.9882 2.4748  -0.418
H1 -1.5214 -2.3934 2.7982  0.328
H2 -1.5943 -0.8892 3.7143  0.353
H3 -0.1626 -1.2729 2.7495  -0.250
H4 -0.8894 -2.1829 5.5032  0.311
H5 -0.3334 -3.4876 4.4718  0.341
H6 1.5147 -3.4397 3.2658  0.085
H7 3.0880 -2.7715 4.9166  0.099
H8 2.3577 -1.1606 3.3221  0.063
C3 1.9789 -0.2037 0.6554  -1.035
C4 2.0543 0.6647 -0.6011  -0.655
C5 0.9048 1.6447 -0.8110  -0.557
N1 -0.3136 1.1341 -1.5516  0.099
C6 0.0391 0.9006 -3.0002  -0.573
C7 -1.1686 0.5767 -3.8600  -0.670
C8 -2.2221 1.6761 -3.7683  -0.694
C9 -2.5958 1.9396 -2.3126  -0.680
C10 -1.3678 2.2143 -1.4641  -0.608
C11 -0.8092 -0.1203 -0.9197  -1.194
H9 1.2718 -1.0285 0.5689  0.307
H10 2.9518 -0.6489 0.8594  0.363
H11 1.6983 0.3957 1.5247  0.330
H12 2.2128 0.0476 -1.4875  0.227
H13 2.9464 1.2880 -0.5251  0.433
H14 1.2380 2.5035 -1.3922  0.425
H15 0.5394 2.0104 0.1497  0.494
H16 0.5156 1.8202 -3.3423  0.377
H17 0.7741 0.0998 -3.0238  0.406
H18 -0.8153 0.4696 -4.8856  0.409
H19 -1.5909 -0.3918 -3.5826  0.300
H20 -3.1069 1.3997 -4.3394  0.371
H21 -1.8305 2.5935 -4.2173  0.303
H22 -3.1724 1.1071 -1.9044  0.326
H23 -3.2406 2.8152 -2.2347  0.396
H24 -1.6162 2.3144 -0.4081  0.443
H25 -0.8760 3.1312 -1.7916  0.426
H26 -0.9100 0.0471 0.1500  0.396
H27 -0.0967 -0.9168 -1.1117  0.329
H28 -1.7703 -0.3888 -1.3420  0.494

Cartesian forces (eV/Å) of the 6 atoms listed first:
-0.104 -0.022 -0.015
-0.119 -0.045 -0.010
0.229 -0.022 -0.002
-0.704 0.031 0.420
0.182 -0.049 -0.151
-0.027 0.015 0.046